Entry from OMol25: a structure of composition C46H50BClF6N3O4PS2ScTe at a distorted geometry (wB97M-V/def2-TZVPD).

Computed properties:
**Multiplicity**: 1
**Orbital gap**: 5.97 eV
**Energy relative to the best compared isomer or geometry (same formula, charge and spin)**: 0.000 eV
**Net charge**: -1

Cartesian coordinates (Å):
Te 1.48282 -0.95747 -2.50895
Sc -0.06724 0.15025 -0.54609
Cl 0.25427 0.46669 2.42156
S -1.94701 -2.13038 1.13778
S -2.87206 -1.46016 -1.22658
P 2.24877 -1.05273 0.34950
F -0.93052 -4.30185 -0.01317
F -3.03237 -4.43589 0.49782
F -1.53481 -4.53747 2.04914
F -4.47657 -0.94588 -3.15776
F -5.36400 -2.07514 -1.53585
F -5.01028 0.05175 -1.30743
O -2.08935 -1.96490 2.54441
O -0.72462 -1.60150 0.49146
O -2.05625 -0.26854 -1.48223
O -2.49377 -2.66845 -1.89216
N -0.51386 3.47635 -1.77924
N -3.20494 -1.62976 0.32952
N -0.97577 3.59620 0.42398
C 2.21007 -3.80072 -0.45506
C -0.88298 4.78629 -1.46139
C -1.91357 3.13647 2.66545
C 0.51053 2.72334 -5.78516
C -1.18978 3.13013 -4.11192
C 5.82056 0.78083 -0.45738
C 4.79372 -1.77452 -0.76245
C -1.15368 4.86078 -0.14991
C 6.61842 -0.21670 -1.00164
C 2.19921 0.54412 4.24419
C 4.32656 -0.53435 4.01074
C 1.17214 3.07465 -3.48940
C -3.20460 1.33556 1.42701
C -3.48204 3.90057 -4.90578
C 0.36203 3.97254 2.40651
C -3.97048 3.73531 1.28425
C -3.28495 2.05094 -3.22245
C 1.49722 2.83849 -4.82256
C -0.85529 3.54749 1.84982
C 2.71713 -0.67758 2.18601
C 1.77359 -3.39941 1.85932
C -2.65418 3.33946 -3.74904
C -0.51822 3.54478 4.61171
C -1.84229 -3.98503 0.87743
C 3.98556 -0.78183 -0.22056
C 4.51944 0.49562 -0.06847
C 3.44577 0.24109 4.75746
C 0.51508 3.96227 3.78887
C 2.09679 -5.16864 -0.23763
C 2.06417 5.78080 1.93037
C 2.63955 3.34694 1.56943
C -4.55090 -1.07144 -1.84237
C 3.96018 -0.98240 2.75021
C 2.52872 4.80451 -2.31300
C -0.17809 3.18859 -3.14242
C -0.82158 2.88076 -5.43064
C 1.53320 4.39966 1.53577
C 3.57104 2.57174 -2.79255
C 6.09962 -1.49518 -1.14795
C 2.08099 -2.89110 0.59495
C 1.87244 0.07890 2.97615
C 2.26900 3.29897 -2.46272
C -3.26839 2.68204 2.14708
C 1.63763 -4.76524 2.07428
C 1.81556 -5.65917 1.02940
C -1.71722 3.14158 4.04629
B -0.55465 2.61198 -0.59023
H 1.25647 6.51577 1.97621
H 5.30230 -0.78490 4.40936
H 6.71174 -2.28331 -1.57181
H 0.77817 2.51846 -6.81552
H -2.99699 4.75786 -5.37916
H -2.69593 4.06839 -2.93875
H 4.24039 2.61141 -1.93099
H 3.46547 3.63698 0.91028
H 2.36519 -3.42929 -1.45981
H 2.55738 5.75808 2.90779
H 1.19493 4.46347 0.50417
H 1.90719 2.93427 -1.50054
H 3.33459 4.98313 -1.59204
H 1.38237 -5.12570 3.06373
H 4.65632 -1.59004 2.18199
H -0.38990 3.52352 5.68866
H 4.40934 -2.77701 -0.88857
H -2.64018 1.41376 0.49567
H 1.46066 4.27466 4.22273
H 4.09128 3.05018 -3.63121
H -3.95775 4.71756 1.76439
H -3.27545 1.27877 -3.99909
H 2.83342 5.22968 -3.27457
H -2.73368 0.58032 2.05947
H 1.71867 -6.72569 1.19910
H -2.52683 2.80754 4.68658
H 3.72480 0.60195 5.74068
H -4.45759 4.22330 -4.53267
H -5.01358 3.44685 1.12448
H 3.91232 1.27796 0.36429
H 1.63053 -2.72924 2.69642
H -4.21200 0.98233 1.18603
H 2.24712 2.38688 1.22468
H 1.63826 5.33615 -1.96826
H -1.58443 2.81354 -6.19582
H 7.63297 0.00136 -1.31377
H -3.66442 3.14378 -5.67389
H 2.79751 6.12461 1.19525
H 1.48184 1.12924 4.80568
H -4.32208 2.22209 -2.91522
H -0.91591 5.56488 -2.20932
H 3.39687 1.52112 -3.03209
H -1.43437 5.71967 0.44087
H 2.21394 -5.84957 -1.07317
H -2.72998 1.67407 -2.36727
H -3.88117 2.53496 3.03946
H -3.49263 3.82401 0.30726
H 2.53742 2.72835 -5.10654
H 6.21021 1.78421 -0.33261
H 3.03702 3.20609 2.58060



Entry from OMol25: a cluster of 2 separate species, C4H14N3 in total at a distorted geometry (wB97M-V/def2-TZVPD).

Computed properties:
**Multiplicity**: 1
**Orbital gap**: 12.01 eV
**Energy relative to the best compared isomer or geometry (same formula, charge and spin)**: 0.758 eV
**Net charge**: +1

Cartesian coordinates (Å):
N -1.62458 -0.67820 -0.67660
N 0.60600 -0.74683 -1.19889
N -0.52996 1.17866 -1.64227
C 0.55810 1.79674 -2.43602
C 0.06801 -1.44603 2.58106
C -0.53508 -0.01204 -1.07581
C 0.46525 0.04976 2.19992
H 1.30896 0.04591 1.51938
H 0.68804 -1.55877 -0.58175
H 1.54080 -0.38646 -1.15087
H 1.03649 -1.93460 2.68822
H -1.43741 -1.50051 -0.11611
H -1.34760 1.75910 -1.55221
H -0.69432 -1.42309 3.33935
H -2.47562 -0.14392 -0.54692
H -0.25322 -1.91226 1.64490
H 0.94318 2.59008 -1.79828
H 0.70008 0.58217 3.11550
H 0.10135 2.22886 -3.32041
H -0.42827 0.43466 1.72123
H 1.30980 1.07675 -2.71342